1.
CO4S | the ωB97M-V functional and the def2-TZVPD basis

Atoms and positions in Å:
1 C -1.22731 0.49485 0.41800
2 O -0.26654 0.52765 -0.20078
3 O 2.81582 0.65937 0.50851
4 O -2.21156 0.48892 1.00428
5 O 2.34464 -1.48650 -0.51343
6 S 2.01164 -0.10346 -0.45400

Atomic forces in eV per Å
-1.27 0.20 0.41
0.50 0.47 -1.09
0.59 1.97 0.85
-0.84 -0.15 0.74
0.32 -4.24 -1.14
0.70 1.75 0.24

Output
* M: 108.1 g mol⁻¹
* net charge: 0
* frontier orbital gap (alpha / beta): 8.23 / 7.74 eV
* E_HOMO (alpha / beta): -7.956 / -11.782 eV
* E_LUMO (alpha / beta): 0.27 / -4.04 eV
* spin multiplicity: 3



2.
C12H23N2O7Ti | the ωB97M-V functional and the def2-TZVPD basis

Atoms and positions in Å:
1 Ti 0.16447 -0.54182 0.00960
2 C -1.33494 2.22705 -3.49576
3 C -1.07462 0.73253 -3.16849
4 O -0.77302 0.38095 -1.87062
5 H -0.52804 2.92635 -3.27670
6 H -2.25216 2.50214 -2.97505
7 H -1.65019 2.40176 -4.52444
8 H -0.18366 0.43086 -3.71922
9 H -1.82646 0.11274 -3.65707
10 C 0.49765 3.95496 2.92521
11 O 0.47194 2.76740 2.21547
12 C 1.61175 2.18533 1.74738
13 O 1.59276 1.07669 1.18393
14 O 2.72645 3.09202 1.78944
15 C 3.93573 2.79035 1.06654
16 H 1.34248 4.08488 3.60159
17 H -0.39947 4.01815 3.54106
18 H 0.52628 4.90396 2.38978
19 H 4.17689 3.62201 0.40451
20 H 3.87227 1.82503 0.56431
21 H 4.80871 2.72016 1.71545
22 C -0.14555 -5.15324 2.00352
23 O -1.07389 -5.05948 0.97522
24 C -1.05887 -3.91762 0.24865
25 O -0.40521 -2.84869 0.41214
26 O -1.91465 -4.13005 -0.73187
27 C -2.43152 -3.06117 -1.43426
28 H 0.17582 -6.19343 2.05666
29 H -0.59895 -4.77507 2.91977
30 H 0.78456 -4.61706 1.81510
31 H -3.18416 -2.40909 -0.99107
32 H -2.79010 -3.56023 -2.33451
33 H -1.61409 -2.50104 -1.88833
34 C 2.16390 -1.46630 -3.44063
35 C 2.32634 -1.30473 -1.94579
36 N 2.47416 -1.11575 -0.80370
37 H 2.65670 -2.38627 -3.75514
38 H 2.54659 -0.67048 -4.07963
39 H 1.10145 -1.61790 -3.63118
40 C -2.71246 1.77978 3.24830
41 C -1.96043 0.75456 2.57085
42 N -1.34165 -0.00336 2.02554
43 H -3.69506 1.39369 3.51943
44 H -2.78748 2.63845 2.58109
45 H -2.22029 2.01108 4.19295

Atomic forces in eV per Å
-0.18 0.34 -0.19
-1.06 -0.49 0.32
2.00 -0.08 0.13
-0.62 -0.02 0.94
0.06 -0.25 0.30
0.13 0.36 0.58
0.38 -0.38 -0.44
0.54 0.20 -1.00
-0.94 -0.06 0.15
0.28 2.03 1.69
1.33 -1.50 -0.86
1.01 -0.47 -2.23
0.19 3.30 1.61
-2.08 -1.61 0.34
0.19 -0.57 0.04
0.15 -0.64 0.07
-0.10 -0.37 -0.10
-0.11 -0.39 -1.01
-0.53 -0.14 -0.25
-0.28 0.22 -0.28
-0.36 0.00 0.62
1.35 -0.19 1.02
0.12 1.53 -1.42
0.85 2.05 0.23
-1.66 -3.37 0.04
0.00 -1.02 1.67
0.55 0.78 -3.11
-0.47 -0.07 0.35
0.19 -0.27 0.15
-0.22 0.42 -0.19
0.24 -0.36 0.49
-0.86 0.19 0.12
0.05 0.76 0.58
-0.19 -0.76 1.08
-0.17 0.77 -0.54
-0.17 -0.34 -0.97
0.14 -0.05 0.15
-0.04 0.28 0.60
-0.01 0.27 -0.04
-0.25 -0.12 0.39
-1.61 2.02 1.57
2.25 -2.56 -2.46
-0.11 0.14 -0.23
-0.08 0.08 0.26
0.11 0.31 -0.15

Output
* M: 355.2 g mol⁻¹
* net charge: 0
* frontier orbital gap (alpha / beta): 3.83 / 6.88 eV
* E_HOMO (alpha / beta): -3.322 / -6.398 eV
* E_LUMO (alpha / beta): 0.51 / 0.49 eV
* spin multiplicity: 4



3.
C6H13NO | the ωB97M-V functional and the def2-TZVPD basis

Atoms and positions in Å:
1 C 0.91095 -1.49054 0.90277
2 O 1.67999 -2.71078 1.06262
3 C 0.44946 -1.51627 -0.56728
4 C -0.89632 -0.83222 -0.82621
5 C -0.90523 0.72688 -0.76540
6 C -2.05813 1.35814 -0.82105
7 C 0.49336 2.08936 0.69256
8 N 0.39475 1.30649 -0.58064
9 H 0.01004 -1.56170 1.50137
10 H 1.60558 -0.71156 1.23194
11 H 2.43154 -2.56103 1.64169
12 H 1.20120 -0.88470 -1.08285
13 H 0.44830 -2.59160 -0.76715
14 H -1.69315 -1.12381 -0.12029
15 H -1.25207 -1.16801 -1.79808
16 H -2.15462 2.40264 -0.50854
17 H -2.98834 0.84973 -1.00736
18 H 1.13689 1.51056 1.37646
19 H 0.84741 3.10010 0.52471
20 H -0.45569 1.95797 1.23907
21 H 0.79408 1.85035 -1.32835

Atomic forces in eV per Å
0.56 -1.22 -0.29
-0.15 -0.12 0.08
0.54 1.67 0.95
-0.41 0.30 0.05
1.09 -1.71 -0.88
-0.33 1.22 0.66
-0.14 -2.09 0.26
-0.25 0.86 1.50
-0.04 0.21 0.67
-0.75 0.52 -0.37
-0.15 0.08 0.03
-0.25 -1.09 -0.38
-0.04 0.36 -0.65
0.45 -0.30 -0.09
-0.06 0.10 -0.24
0.18 -0.13 -0.62
-0.11 -0.31 0.13
0.52 0.66 -0.26
-0.21 0.12 0.31
0.08 1.00 -0.46
-0.54 -0.13 -0.39

Output
* M: 115.2 g mol⁻¹
* net charge: 0
* frontier orbital gap: 9.83 eV
* E_HOMO: -8.845 eV
* E_LUMO: 0.99 eV
* spin multiplicity: 1